(a)
{
  "formula": "C29H25F3N2O4S5V",
  "method": "ωB97M-V with the def2-TZVPD basis set",
  "symbols": ["V", "S", "C", "C", "N", "C", "S", "C", "N", "C", "C", "S", "C", "C", "S", "C", "C", "S", "H", "H", "H", "H", "H", "H", "H", "H", "H", "H", "H", "H", "C", "O", "C", "C", "C", "C", "C", "C", "O", "C", "O", "C", "H", "H", "H", "H", "H", "H", "H", "H", "H", "O", "C", "F", "C", "F", "F", "C", "C", "C", "C", "C", "C", "C", "C", "H", "H", "H", "H"],
  "xyz": [[0.968, 0.060, 0.703], [-1.259, 0.186, 1.208], [-1.122, 1.786, 1.909], [-2.222, 2.687, 1.698], [-3.107, 3.385, 1.470], [-0.013, 2.151, 2.592], [1.347, 1.069, 2.792], [0.086, 3.458, 3.184], [0.185, 4.498, 3.663], [-3.925, 1.628, -1.659], [-2.802, 2.123, -2.568], [-1.158, 1.391, -2.257], [-0.932, 0.432, -3.784], [-1.757, -0.843, -3.938], [-1.499, -2.070, -2.633], [-3.172, -2.336, -1.987], [-3.743, -1.202, -1.138], [-4.633, 0.028, -2.136], [-4.761, 2.326, -1.703], [-3.596, 1.583, -0.622], [-2.667, 3.196, -2.422], [-3.065, 1.945, -3.611], [0.138, 0.210, -3.791], [-1.140, 1.080, -4.637], [-1.515, -1.302, -4.899], [-2.816, -0.590, -3.926], [-3.067, -3.235, -1.376], [-3.836, -2.582, -2.817], [-2.945, -0.695, -0.601], [-4.446, -1.607, -0.408], [3.613, 4.841, -3.186], [3.953, 3.575, -3.749], [3.464, 2.476, -3.164], [3.765, 1.258, -3.814], [3.285, 0.092, -3.302], [2.500, 0.055, -2.119], [1.906, -1.173, -1.684], [2.170, -2.475, -2.369], [1.124, -1.236, -0.696], [2.269, 1.289, -1.465], [1.574, 1.352, -0.328], [2.717, 2.492, -1.999], [4.089, 5.583, -3.818], [3.995, 4.925, -2.168], [2.531, 4.984, -3.192], [4.357, 1.285, -4.717], [3.510, -0.831, -3.817], [2.187, -2.386, -3.453], [1.401, -3.185, -2.080], [3.143, -2.845, -2.035], [2.465, 3.399, -1.474], [3.363, -1.412, 1.369], [2.178, -1.361, 1.528], [-5.401, -5.008, 4.320], [-4.318, -5.790, 4.197], [-4.115, -6.387, 5.387], [-4.622, -6.765, 3.319], [-3.102, -5.017, 3.759], [-1.957, -5.728, 3.417], [-0.824, -5.050, 3.011], [-0.841, -3.655, 2.945], [-1.990, -2.948, 3.289], [-3.124, -3.633, 3.698], [0.321, -2.934, 2.516], [1.302, -2.318, 2.173], [-1.956, -6.809, 3.465], [0.073, -5.588, 2.738], [-1.988, -1.868, 3.225], [-4.021, -3.092, 3.962]],
  "s_squared": 0.781,
  "homo_ev": [-8.18, -8.38],
  "homo_lumo_gap_ev": [6.761, 6.886],
  "total_charge": 0,
  "spin_multiplicity": 2
}



(b)
{
  "formula": "C29H25F3N2O4S5V",
  "method": "ωB97M-V with the def2-TZVPD basis set",
  "symbols": ["V", "S", "C", "C", "N", "C", "S", "C", "N", "C", "C", "S", "C", "C", "S", "C", "C", "S", "H", "H", "H", "H", "H", "H", "H", "H", "H", "H", "H", "H", "C", "O", "C", "C", "C", "C", "C", "C", "O", "C", "O", "C", "H", "H", "H", "H", "H", "H", "H", "H", "H", "O", "C", "F", "C", "F", "F", "C", "C", "C", "C", "C", "C", "C", "C", "H", "H", "H", "H"],
  "xyz": [[0.901, 0.213, 0.172], [-1.136, 0.650, 1.159], [-0.896, 1.947, 2.299], [-2.029, 2.323, 3.106], [-2.962, 2.593, 3.725], [0.299, 2.552, 2.406], [1.624, 2.061, 1.406], [0.517, 3.627, 3.343], [0.707, 4.478, 4.094], [-4.249, 1.938, -1.887], [-3.829, 0.762, -2.767], [-2.370, -0.150, -2.186], [-1.122, 0.241, -3.431], [-0.595, 1.667, -3.405], [0.295, 2.093, -1.874], [-0.607, 3.546, -1.270], [-2.040, 3.344, -0.782], [-3.298, 3.466, -2.095], [-4.225, 1.662, -0.832], [-5.277, 2.214, -2.128], [-3.641, 1.090, -3.791], [-4.641, 0.034, -2.796], [-1.530, 0.016, -4.419], [-0.320, -0.474, -3.239], [-1.409, 2.380, -3.513], [0.106, 1.813, -4.228], [-0.554, 4.301, -2.052], [0.018, 3.884, -0.441], [-2.276, 4.108, -0.041], [-2.146, 2.372, -0.314], [5.964, 0.007, -4.237], [6.207, -0.985, -3.240], [5.358, -1.057, -2.209], [5.666, -2.055, -1.252], [4.861, -2.201, -0.171], [3.704, -1.396, 0.018], [2.894, -1.554, 1.177], [3.293, -2.450, 2.306], [1.815, -0.916, 1.346], [3.423, -0.386, -0.946], [2.416, 0.447, -0.809], [4.262, -0.233, -2.056], [6.751, -0.110, -4.975], [6.008, 1.009, -3.808], [4.994, -0.148, -4.709], [6.538, -2.676, -1.406], [5.108, -2.958, 0.561], [4.149, -2.015, 2.826], [3.576, -3.440, 1.952], [2.464, -2.533, 3.002], [4.017, 0.554, -2.752], [0.530, -1.552, -1.216], [-0.072, -1.479, -0.154], [-4.825, -5.560, 6.120], [-4.047, -6.278, 5.304], [-3.156, -6.933, 6.064], [-4.819, -7.211, 4.723], [-3.360, -5.425, 4.274], [-2.453, -6.032, 3.414], [-1.818, -5.281, 2.445], [-2.087, -3.915, 2.339], [-2.991, -3.313, 3.210], [-3.632, -4.073, 4.176], [-1.429, -3.121, 1.341], [-0.867, -2.431, 0.538], [-2.248, -7.092, 3.505], [-1.114, -5.742, 1.764], [-3.180, -2.250, 3.130], [-4.335, -3.611, 4.855]],
  "s_squared": 0.792,
  "homo_ev": [-7.85, -7.96],
  "homo_lumo_gap_ev": [6.777, 6.704],
  "total_charge": 0,
  "spin_multiplicity": 2
}



Which of them is the most stable, and which is the least stable? (b) and (a), in that order.



(a)
{
  "formula": "C5H8O3",
  "method": "ωB97M-V with the def2-TZVPD basis set",
  "symbols": ["O", "C", "C", "C", "O", "C", "O", "C", "H", "H", "H", "H", "H", "H", "H", "H"],
  "xyz": [[-2.621, -0.286, -0.428], [-1.642, -0.060, 0.492], [-0.408, -0.729, 0.508], [0.579, -0.799, -0.814], [1.747, 0.113, -0.643], [1.704, 0.968, 0.557], [0.511, 1.625, 0.542], [-0.478, 0.718, 0.158], [-2.176, -0.711, -1.345], [-2.306, 0.184, 1.510], [0.204, -1.189, 1.455], [0.930, -1.966, -0.985], [-0.012, -0.509, -1.893], [1.837, 0.283, 1.527], [2.603, 1.495, 0.235], [-0.471, 0.863, -0.875]],
  "smiles": "O[C@H]1[C@H]2COCO[C@H]12",
  "homo_ev": -8.94,
  "homo_lumo_gap_ev": 9.568,
  "total_charge": 0
}



(b)
{
  "formula": "C5H8O3",
  "method": "ωB97M-V with the def2-TZVPD basis set",
  "symbols": ["C", "C", "O", "O", "H", "H", "H", "H", "C", "C", "C", "O", "H", "H", "H", "H"],
  "xyz": [[-1.046, -1.610, -0.491], [-1.894, -0.409, -0.209], [-1.927, 0.203, 0.855], [-2.615, -0.028, -1.260], [-0.219, -1.653, 0.213], [-0.667, -1.565, -1.509], [-1.666, -2.500, -0.387], [-3.123, 0.770, -1.045], [2.749, 0.455, 1.501], [1.973, 0.736, 0.498], [1.232, 1.097, -0.515], [-0.078, 1.464, -0.463], [3.336, 1.215, 1.996], [2.858, -0.552, 1.879], [1.624, 1.101, -1.527], [-0.536, 1.277, 0.463]],
  "smiles": "CC(=O)O.C=C=CO",
  "homo_ev": -8.67,
  "homo_lumo_gap_ev": 9.386,
  "total_charge": 0
}



(c)
{
  "formula": "C5H8O3",
  "method": "ωB97M-V with the def2-TZVPD basis set",
  "symbols": ["O", "C", "C", "C", "C", "O", "C", "O", "H", "H", "H", "H", "H", "H", "H", "H"],
  "xyz": [[-1.839, -1.142, -0.559], [-1.442, 0.185, -0.501], [-1.361, 0.797, 0.863], [-0.049, 0.288, 0.288], [1.146, 0.925, -0.474], [2.224, 0.141, -0.073], [1.566, -1.106, 0.098], [0.375, -0.861, 0.834], [-1.409, -1.587, 0.215], [-1.666, 0.780, -1.408], [-1.602, 1.829, 1.018], [-1.785, 0.316, 1.719], [0.910, 0.960, -1.569], [1.423, 1.971, -0.157], [2.289, -1.806, 0.543], [1.218, -1.692, -0.837]],
  "smiles": "O[C@H]1C[C@]12COCO2",
  "homo_ev": -8.50,
  "homo_lumo_gap_ev": 9.429,
  "total_charge": 0
}



Which of them is the most stable, and which is the least stable? (b) and (a), in that order.



(a)
{
  "formula": "C2H3NS2",
  "method": "ωB97M-V with the def2-TZVPD basis set",
  "symbols": ["N", "C", "S", "C", "S", "H", "H", "H"],
  "xyz": [[0.213, 1.188, -0.041], [0.559, -0.067, -0.033], [2.147, -0.731, -0.018], [-0.599, -1.026, -0.006], [-2.120, -0.538, -0.019], [0.883, 1.871, 0.107], [-0.789, 1.393, 0.016], [-0.293, -2.090, -0.006]],
  "smiles": "NC(=S)C=S",
  "homo_ev": -8.78,
  "homo_lumo_gap_ev": 7.147,
  "total_charge": 0
}



(b)
{
  "formula": "C2H3NS2",
  "method": "ωB97M-V with the def2-TZVPD basis set",
  "symbols": ["C", "C", "H", "H", "H", "N", "S", "S"],
  "xyz": [[1.254, 0.432, 1.342], [-1.122, -0.613, -1.338], [0.572, 1.609, 1.317], [1.856, 0.079, 2.243], [-1.098, -1.380, -0.623], [0.819, -0.427, 0.316], [-0.116, 0.440, -0.801], [-2.164, -0.139, -2.455]],
  "homo_ev": -8.74,
  "homo_lumo_gap_ev": 8.113,
  "total_charge": 0
}



(c)
{
  "formula": "C2H3NS2",
  "method": "ωB97M-V with the def2-TZVPD basis set",
  "symbols": ["N", "C", "S", "H", "C", "S", "H", "H"],
  "xyz": [[0.321, -1.781, 1.764], [0.822, -0.688, 1.737], [1.551, 0.704, 1.776], [-0.245, -2.008, 0.963], [-0.571, 0.992, -1.626], [-1.101, 0.110, -0.417], [-1.058, 1.855, -1.958], [0.281, 0.816, -2.238]],
  "smiles": "N=C=S.C=S",
  "homo_ev": -9.25,
  "homo_lumo_gap_ev": 8.537,
  "total_charge": 0
}



Which of them is the most stable, and which is the least stable? (a) and (b), in that order.



(a)
{
  "formula": "C2H3NS2",
  "method": "ωB97M-V with the def2-TZVPD basis set",
  "symbols": ["C", "C", "N", "S", "S", "H", "H", "H"],
  "xyz": [[1.595, 0.276, 0.325], [-0.538, -0.685, -0.128], [0.351, 0.360, 0.150], [2.625, -1.103, 0.495], [-0.101, -2.386, 0.366], [2.226, 1.182, 0.685], [-1.640, -0.652, 0.285], [-0.544, -0.586, -1.177]],
  "homo_ev": [-9.13, -9.10],
  "homo_lumo_gap_ev": [6.049, 6.010],
  "total_charge": 0
}



(b)
{
  "formula": "C2H3NS2",
  "method": "ωB97M-V with the def2-TZVPD basis set",
  "symbols": ["N", "C", "S", "H", "C", "S", "H", "H"],
  "xyz": [[1.754, 0.965, 0.273], [1.282, 1.125, -0.841], [1.084, 1.270, -2.358], [1.369, 1.398, 1.102], [-1.384, -1.259, 0.590], [-0.873, -0.768, -0.872], [-2.492, -1.198, 0.768], [-0.739, -1.534, 1.337]],
  "smiles": "N=C=S.C=S",
  "homo_ev": -8.83,
  "homo_lumo_gap_ev": 8.308,
  "total_charge": 0
}



Which of them is the most stable, and which is the least stable? (b) and (a), in that order.